1.
Computed, not measured: 5 unconnected molecules or ions with the total composition C14H30Cl8O3, with the ωB97M-V functional and the def2-TZVPD basis.

XYZ file:
```
55
Properties=species:S:1:pos:R:3
C -1.65 0.12 -2.07
O -0.44 0.76 -2.40
C 0.05 0.40 -3.67
C 0.89 -0.87 -3.59
O 1.09 -1.34 -4.91
C 2.13 -2.27 -5.01
C 2.14 -2.89 -6.38
O 0.92 -3.54 -6.60
C 0.74 -3.90 -7.94
H -2.44 0.36 -2.79
H -1.94 0.36 -1.06
H -1.58 -0.98 -2.12
H 0.68 1.23 -4.02
H -0.78 0.28 -4.38
H 0.32 -1.63 -3.03
H 1.83 -0.65 -3.08
H 1.99 -3.10 -4.28
H 3.11 -1.86 -4.74
H 2.97 -3.61 -6.37
H 2.33 -2.12 -7.13
H 1.49 -4.64 -8.26
H 0.83 -3.03 -8.61
H -0.25 -4.33 -8.04
Cl -2.62 0.17 1.60
C -1.44 -0.27 2.84
C -0.10 -0.69 2.23
Cl -0.23 -2.05 1.10
H -1.85 -1.09 3.43
H -1.25 0.59 3.48
H 0.61 -0.94 3.02
H 0.30 0.14 1.65
Cl -5.57 4.96 2.13
C -4.82 3.45 1.55
C -3.45 3.65 0.99
Cl -2.30 4.21 2.23
H -5.48 3.06 0.77
H -4.85 2.74 2.36
H -3.45 4.41 0.21
H -3.06 2.73 0.57
Cl 0.83 2.43 3.80
C 1.25 3.56 5.11
C 1.02 5.00 4.68
Cl 2.29 5.53 3.54
H 2.30 3.42 5.35
H 0.65 3.34 5.99
H 1.01 5.69 5.51
H 0.09 5.09 4.13
Cl 1.73 -3.60 3.37
C 2.51 -2.79 4.74
C 1.62 -2.73 5.96
Cl 0.34 -1.48 5.76
H 2.79 -1.77 4.45
H 3.43 -3.34 4.95
H 2.19 -2.50 6.85
H 1.08 -3.66 6.10
```

## Properties
- HOMO-LUMO gap: 9.977 eV
- SMILES string: COCCOCCOC.ClCCCl.ClCCCl.ClCCCl.ClCCCl
- Highest occupied orbital energy: -0.3480 Ha
- Relative energy (zero: lowest compared OMol25 entry of this formula, charge and spin): 0.0 kJ/mol
- Spin multiplicity: 1
- F_max: 1.26 eV Å⁻¹
- Lowest unoccupied orbital energy: 0.51 eV

2.
Computed, not measured: a molecular structure, C14H30F3KN3O5P, with the ωB97M-V functional and the def2-TZVPD basis.

XYZ file:
```
57
Properties=species:S:1:pos:R:3
K -0.20 -2.66 -0.41
C 0.53 -7.27 -0.64
O 0.99 -6.39 -1.68
O 0.57 -6.43 0.48
C -0.65 -8.22 -1.08
F -1.69 -7.59 -1.54
F -0.25 -9.05 -2.00
F -1.04 -8.90 0.05
C 1.94 -6.81 -2.68
C 2.63 -5.53 -3.19
H 3.37 -5.76 -3.95
H 1.84 -4.98 -3.70
H 3.10 -4.90 -2.43
H 1.39 -7.44 -3.38
H 2.77 -7.41 -2.29
H 1.41 -7.88 -0.44
O 1.05 1.43 -0.16
P 1.78 2.66 0.32
N 2.06 2.77 2.03
C 3.15 1.94 2.67
C 0.94 2.86 2.97
N 0.95 4.11 -0.16
C 1.30 5.43 0.35
C -0.36 4.03 -0.81
N 3.42 2.89 -0.28
C 3.90 1.88 -1.23
C 4.31 3.98 0.03
H 2.74 1.02 3.07
H 3.64 2.50 3.47
H 3.87 1.59 1.92
H 0.25 2.05 2.75
H 0.42 3.80 2.78
H 1.34 2.94 3.98
H 1.59 6.10 -0.45
H 0.44 5.97 0.75
H 2.16 5.47 1.02
H -0.37 4.65 -1.70
H -0.63 3.00 -1.01
H -1.18 4.47 -0.24
H 3.21 1.89 -2.08
H 4.86 2.14 -1.67
H 3.74 0.87 -0.86
H 4.02 4.33 1.02
H 4.23 4.73 -0.76
H 5.30 3.53 0.11
O -4.35 -0.43 0.56
C -5.41 0.16 0.79
O -6.28 -0.23 1.69
C -7.30 0.73 1.92
C -7.36 1.52 0.67
C -5.92 1.43 0.16
H -7.05 1.31 2.81
H -8.20 0.15 2.13
H -7.55 2.59 0.79
H -8.20 1.28 0.03
H -5.33 2.31 0.40
H -5.90 1.35 -0.93
```

## Properties
- HOMO-LUMO gap: 5.136 eV
- Highest occupied orbital energy: -0.2127 Ha
- Relative energy (zero: lowest compared OMol25 entry of this formula, charge and spin): 433.9 kJ/mol
- Spin multiplicity: 1
- F_max: 4.82 eV Å⁻¹
- Lowest unoccupied orbital energy: -0.65 eV

3.
Computed, not measured: a molecular structure, C14H30FN2O3PSSn, with the ωB97M-V functional and the def2-TZVPD basis.

XYZ file:
```
53
Properties=species:S:1:pos:R:3
C 0.75 -4.15 2.27
C 0.67 -3.95 0.74
C -0.38 -2.86 0.39
C 0.19 -1.62 -0.37
P 0.14 -2.04 -2.18
N 1.48 -2.94 -2.54
O 1.56 -1.38 -0.09
S 1.82 -0.40 1.18
O 3.22 -0.31 1.33
O 1.13 -0.84 2.35
C 1.17 1.17 0.62
C 0.00 0.93 -0.38
C -0.88 2.19 -0.34
C -0.09 3.40 -0.97
C 0.52 4.37 0.06
C 1.87 4.93 -0.48
N 3.08 4.34 0.12
C -0.73 -0.40 -0.07
C -2.07 -0.59 -0.80
F -1.99 0.01 -2.08
C -3.29 -0.03 -0.10
C -3.54 -0.65 1.29
H 0.71 -3.21 2.81
H -0.11 -4.74 2.56
H 1.67 -4.67 2.51
H 1.65 -3.78 0.29
H 0.30 -4.90 0.35
H -1.09 -3.33 -0.30
H -0.98 -2.58 1.25
H 0.17 -0.90 -2.98
H -1.01 -2.81 -2.43
H 2.05 -3.04 -1.69
H 1.98 1.71 0.14
H 0.80 1.68 1.51
H 0.46 0.83 -1.37
H -1.79 2.08 -0.93
H -1.09 2.44 0.70
H -0.83 3.97 -1.53
H 0.66 2.98 -1.63
H -0.10 5.24 0.23
H 0.71 3.90 1.02
H 1.92 4.73 -1.55
H 1.87 6.02 -0.39
H 2.84 3.84 0.97
H 3.44 3.63 -0.50
H -0.96 -0.42 1.00
H -2.29 -1.64 -1.01
H -4.14 -0.28 -0.73
H -3.29 1.05 -0.02
H -3.18 0.05 2.04
H -2.95 -1.55 1.46
H -4.59 -0.81 1.51
Sn 2.52 -4.67 -3.23
```

## Properties
- HOMO-LUMO gap: 2.858 eV
- Highest occupied orbital energy: -0.4841 Ha
- Relative energy (zero: lowest compared OMol25 entry of this formula, charge and spin): 119.9 kJ/mol
- Spin multiplicity: 1
- F_max: 3.10 eV Å⁻¹
- Charge: +2
- Lowest unoccupied orbital energy: -10.31 eV

4.
Computed, not measured: 3 unconnected molecules or ions with the total composition C14H30IO7P2, with the ωB97M-V functional and the def2-TZVPD basis.

XYZ file:
```
54
Properties=species:S:1:pos:R:3
C -1.75 -0.78 2.02
C -2.01 -1.89 1.07
C -1.85 -1.84 -0.56
P -0.26 -0.95 -1.16
P 0.92 -2.81 -1.10
O 1.32 -3.21 0.54
I 3.14 -2.29 -2.13
O 1.10 -0.37 -2.11
C 0.69 0.99 -2.48
O 1.59 1.85 -3.29
C -0.07 1.60 -1.16
C 0.79 2.09 0.14
C 2.31 1.49 0.24
C 2.77 1.69 1.84
O 3.32 2.23 -0.55
O -1.06 0.57 -0.82
H -0.99 -1.01 2.91
H -2.26 0.30 1.98
H -2.38 -2.93 1.54
H -1.76 -2.97 -0.94
H -2.80 -1.40 -1.12
H 0.34 -0.74 0.15
H -0.85 -1.16 -2.49
H 2.32 -3.07 0.69
H -0.21 0.79 -3.23
H 1.08 2.23 -4.09
H -0.55 2.59 -1.61
H 0.21 1.70 1.11
H 0.79 3.26 0.19
H 2.41 0.34 0.04
H 1.99 2.44 2.32
H 2.76 0.67 2.43
H 3.82 2.20 1.86
H 4.15 1.66 -0.69
C 0.02 -5.93 1.80
C -1.39 -6.24 1.40
O -1.88 -5.80 0.36
C -2.20 -7.12 2.32
H 0.48 -5.29 1.04
H 0.03 -5.40 2.76
H 0.60 -6.86 1.87
H -2.29 -6.65 3.30
H -1.72 -8.10 2.42
H -3.20 -7.26 1.90
C -1.80 6.81 -0.72
C -0.95 5.58 -0.92
O -1.36 4.46 -0.61
C 0.42 5.78 -1.52
H -2.76 6.52 -0.28
H -1.30 7.50 -0.03
H -1.98 7.30 -1.68
H 1.02 6.42 -0.86
H 0.33 6.22 -2.51
H 0.91 4.80 -1.60
```

## Properties
- HOMO-LUMO gap: 6.096 eV
- Highest occupied orbital energy: -0.1304 Ha
- Spin multiplicity: 1
- F_max: 4.49 eV Å⁻¹
- Charge: -1
- Lowest unoccupied orbital energy: 2.55 eV